(1)
Computed, not measured: one molecule with the formula C6H3Cl4P in a non-equilibrium geometry, with the ωB97M-V functional and the def2-TZVPD basis.

XYZ file:
```
14
Properties=species:S:1:pos:R:3
C 0.00 0.03 0.02
C 1.03 0.94 0.49
C 0.32 -1.28 -0.16
C 2.32 0.89 0.56
C 1.52 -2.01 0.04
C 2.75 -1.74 0.24
P 4.00 0.55 0.39
Cl 1.12 -3.90 -0.06
Cl 4.14 -2.50 0.64
Cl 4.66 2.58 0.61
Cl 4.29 0.38 -1.62
H -0.90 0.62 -0.30
H 0.49 1.89 0.65
H -0.44 -1.97 -0.66
```

For the gap between HOMO and LUMO (spin up / spin down), the calculation gives 7.6 / 6.7 eV. The net charge is 0. The LUMO energy (spin up / spin down) is -1.56 / -2.14 eV. The calculation puts the molar mass at 247.9 g mol⁻¹.

***

(2)
Computed, not measured: C6H3CoFO8 as an isolated structure in a non-equilibrium geometry, with the ωB97M-V functional and the def2-TZVPD basis.

XYZ file:
```
19
Properties=species:S:1:pos:R:3
C 1.77 -0.96 -0.99
C 1.75 0.17 -0.06
O 2.47 1.25 -0.61
C 2.28 1.31 -1.96
O 1.70 0.23 -2.39
O 2.94 2.09 -2.62
O 0.87 -1.88 -1.10
F 3.00 -1.59 -0.99
H 1.96 -0.04 0.99
O -1.55 -1.87 0.60
C -1.97 -0.73 0.88
C -1.51 0.57 0.59
O -2.15 1.41 1.53
C -3.11 0.72 2.14
O -4.08 1.17 2.67
O -2.93 -0.61 1.85
Co -0.28 -2.78 -0.19
H -1.57 0.96 -0.43
H 0.41 0.59 0.09
```

For the gap between HOMO and LUMO (spin up / spin down), the calculation gives 7.6 / 5.4 eV. The net charge is +1. The spin multiplicity is 5. The LUMO energy (spin up / spin down) is -5.99 / -8.24 eV. The calculation puts the molar mass at 281.0 g mol⁻¹.

***

(3)
Computed, not measured: one molecule with the formula C6H3I in a non-equilibrium geometry, with the ωB97M-V functional and the def2-TZVPD basis.

XYZ file:
```
10
Properties=species:S:1:pos:R:3
C 0.07 0.77 -1.32
C 0.71 0.06 -2.37
C -0.43 1.26 -0.08
C -0.30 0.24 0.80
C 0.22 -1.04 0.21
C 0.44 -0.59 -1.15
I -0.56 0.30 2.84
H -0.80 2.24 0.12
H 1.14 -1.37 0.69
H -0.50 -1.86 0.27
```

The energy relative to the best compared isomer or geometry (same formula, charge and spin) is 0.00 kcal per mole. As for the structure (SMILES): IC1=CC2=C=C2C1. For the gap between HOMO and LUMO, the calculation gives 7.9 eV. The net charge is 0. The LUMO energy is -0.22 eV. The calculation puts the molar mass at 202.0 g mol⁻¹.

***

(4)
Computed, not measured: one molecule with the formula C6H3NS4 in a non-equilibrium geometry, with the ωB97M-V functional and the def2-TZVPD basis.

XYZ file:
```
14
Properties=species:S:1:pos:R:3
C 2.17 0.74 -0.37
C 1.31 -0.42 0.01
C -0.14 -0.29 0.01
C -0.83 0.55 0.72
C -2.31 0.46 0.46
C -2.59 -0.45 -0.46
H -0.51 1.31 1.23
H -3.01 1.11 1.12
H -3.68 -0.72 -0.76
N 1.81 -1.62 0.04
S 1.68 2.22 -0.64
S 3.86 0.23 -0.33
S 3.46 -1.79 -0.05
S -1.20 -1.31 -0.99
```

The energy relative to the best compared isomer or geometry (same formula, charge and spin) is 11.92 kcal per mole. As for the structure (SMILES): S=c1ssnc1-c1cccs1. For the gap between HOMO and LUMO, the calculation gives 7.5 eV. The net charge is 0. The LUMO energy is -1.05 eV. The calculation puts the molar mass at 217.4 g mol⁻¹.

***

(5)
Computed, not measured: C6H4 as an isolated structure in a non-equilibrium geometry, with the ωB97M-V functional and the def2-TZVPD basis.

XYZ file:
```
10
Properties=species:S:1:pos:R:3
C -1.42 -0.20 -0.03
C -1.92 0.95 -0.25
C -0.61 -1.38 -0.05
C 0.52 -0.72 0.17
C 1.21 0.49 -0.27
C -0.04 0.75 0.42
H -0.76 -2.38 -0.15
H 2.02 0.80 0.21
H 1.20 0.51 -1.41
H -0.21 1.17 1.37
```

The energy relative to the best compared isomer or geometry (same formula, charge and spin) is 107.58 kcal per mole. For the gap between HOMO and LUMO, the calculation gives 9.0 eV. The net charge is 0. The LUMO energy is 0.05 eV. The calculation puts the molar mass at 76.1 g mol⁻¹.

***

(6)
Computed, not measured: a 15-piece molecular cluster, C6H41NO14 overall in a non-equilibrium geometry, with the ωB97M-V functional and the def2-TZVPD basis.

XYZ file:
```
62
Properties=species:S:1:pos:R:3
C 0.13 1.39 -1.26
N 0.06 -0.02 -0.87
C 1.17 -0.37 0.05
C 0.89 -1.71 0.69
C 2.02 -2.28 1.47
C 3.17 -1.68 1.75
C -0.35 1.64 -2.69
H 1.20 1.61 -1.18
H -0.47 2.02 -0.61
H -0.82 -0.30 -0.50
H 2.02 -0.33 -0.62
H 1.27 0.48 0.72
H 0.02 -1.66 1.35
H 0.71 -2.45 -0.10
H 1.91 -3.25 1.96
H 4.02 -2.16 2.21
H 3.35 -0.67 1.42
H 0.35 1.29 -3.45
H -1.27 1.06 -2.85
H -0.54 2.71 -2.76
H 0.79 0.72 3.38
H 0.57 1.59 2.26
O 1.33 1.23 2.73
H -2.15 -3.28 3.77
H -2.41 -3.21 2.28
O -2.36 -2.67 3.06
H -2.31 1.01 -1.00
H -3.72 1.32 -1.69
O -2.95 0.75 -1.66
H -2.99 -3.14 0.34
H -3.10 -1.84 -0.32
O -3.38 -2.27 0.51
H 1.71 4.11 -0.79
H 2.12 3.53 -2.23
O 2.42 3.98 -1.43
H -0.41 -1.92 -3.84
H 1.09 -2.37 -3.47
O 0.19 -2.65 -3.65
H 2.33 -1.15 -1.90
H 3.68 -1.04 -2.80
O 2.73 -1.15 -2.77
H -2.25 1.42 1.20
H -1.81 0.11 1.27
O -1.38 0.97 1.25
H 2.60 1.14 -3.89
H 1.45 0.82 -4.80
O 2.12 1.50 -4.65
H -1.48 3.08 1.67
H -2.30 4.19 2.30
O -2.07 3.81 1.45
H -0.47 -0.84 4.63
H -1.44 0.05 3.87
O -0.62 0.07 4.37
H -3.64 0.01 3.82
H -2.93 -0.95 2.85
O -3.12 -0.01 3.01
H 3.22 2.73 -0.21
H 2.79 2.05 1.13
O 3.35 1.93 0.34
H -1.82 -2.77 -2.29
H -0.65 -2.92 -1.33
O -1.52 -3.23 -1.50
```

The energy relative to the best compared isomer or geometry (same formula, charge and spin) is 92.60 kcal per mole. For the gap between HOMO and LUMO, the calculation gives 8.5 eV. The net charge is 0. The LUMO energy is -0.20 eV. The calculation puts the molar mass at 351.4 g mol⁻¹.

***

(7)
Computed, not measured: a 19-piece molecular cluster, C6H42F9O21PS2 overall, with the ωB97M-V functional and the def2-TZVPD basis.

XYZ file:
```
81
Properties=species:S:1:pos:R:3
O -0.86 2.11 1.23
S -0.40 2.44 2.58
O 0.44 1.17 3.06
C 0.72 0.07 2.15
C 1.84 0.47 1.17
C 1.79 -0.31 -0.13
F 0.52 -0.69 -0.46
F 2.48 -1.46 -0.02
C 2.39 0.44 -1.37
F 3.25 1.38 -0.92
F 3.10 -0.39 -2.15
C 1.35 1.16 -2.30
F 1.97 2.17 -2.93
F 0.36 1.67 -1.56
C 0.75 0.23 -3.41
F 0.62 -1.04 -2.98
F 1.54 0.22 -4.49
F -0.46 0.68 -3.77
O -1.70 2.22 3.55
P -2.91 1.14 3.29
S -4.49 1.76 2.41
H -0.19 -0.24 1.64
H 1.04 -0.74 2.80
H 2.82 0.27 1.61
H 1.82 1.55 0.98
H -2.22 0.10 2.66
H -3.09 0.70 4.60
O -0.14 -2.91 1.44
H -0.67 -3.66 1.14
H 0.29 -2.58 0.65
O -2.44 0.06 -6.19
H -1.99 0.37 -6.98
H -1.79 0.11 -5.48
O -1.40 5.11 4.84
H -1.76 4.28 4.52
H -1.28 5.63 4.03
O 5.04 0.73 1.30
H 5.53 1.15 0.58
H 5.61 0.81 2.07
O 5.86 2.48 -2.05
H 5.03 2.00 -2.05
H 5.69 3.29 -2.54
O -1.98 -4.91 0.31
H -2.60 -5.04 1.02
H -2.49 -5.04 -0.50
O 0.62 -3.52 -4.81
H 0.90 -2.90 -4.13
H -0.30 -3.71 -4.56
O -0.74 5.94 2.14
H -1.21 5.69 1.32
H -0.03 6.50 1.84
O 2.29 -3.47 3.41
H 1.58 -3.50 2.75
H 1.82 -3.46 4.25
O 8.87 1.53 -1.48
H 8.05 1.64 -1.97
H 8.59 1.29 -0.60
O -4.97 -0.24 -7.63
H -5.37 -1.08 -7.37
H -4.29 -0.07 -6.97
O -1.12 -6.07 -4.39
H -1.69 -6.32 -5.13
H -0.35 -5.67 -4.81
O -7.16 1.20 4.53
H -7.62 0.93 3.73
H -7.72 1.88 4.92
O -1.08 4.58 -0.41
H -0.70 3.79 0.00
H -1.63 4.26 -1.13
O -1.96 -3.35 -2.72
H -1.51 -4.20 -2.64
H -1.37 -2.71 -2.31
O 2.07 -6.04 -3.38
H 1.30 -6.58 -3.20
H 1.75 -5.33 -3.95
O -3.32 -0.96 6.23
H -3.54 -1.82 5.85
H -3.31 -1.11 7.18
O -1.13 4.52 7.74
H -1.48 3.67 7.45
H -1.03 5.02 6.92
```

For the gap between HOMO and LUMO, the calculation gives 8.9 eV. The net charge is 0. The LUMO energy is -0.29 eV. The calculation puts the molar mass at 716.5 g mol⁻¹.

***

(8)
Computed, not measured: C6H42NO19S as an isolated structure in a non-equilibrium geometry, with the ωB97M-V functional and the def2-TZVPD basis.

XYZ file:
```
69
Properties=species:S:1:pos:R:3
C 55.26 48.74 -2.99
O 54.20 48.71 -2.03
C 54.49 48.51 -0.70
C 53.31 47.85 -0.14
N 53.65 47.21 1.16
H 54.22 47.84 1.68
H 52.66 47.12 1.55
C 54.18 45.82 1.06
C 54.64 45.26 2.37
O 55.63 44.17 2.09
C 55.85 43.36 3.16
H 55.04 48.91 -3.98
H 55.82 47.85 -2.91
H 56.04 49.46 -2.70
H 54.94 49.36 -0.16
H 55.42 47.70 -0.61
H 52.57 47.24 -0.70
H 52.56 48.61 0.21
H 55.00 45.67 0.57
H 53.43 45.16 0.78
H 53.88 44.81 3.03
H 55.24 45.90 2.91
H 55.14 42.64 3.55
H 56.13 43.86 4.09
H 56.55 42.68 2.85
S 54.87 49.36 3.04
O 53.92 50.46 3.02
O 54.37 48.38 3.96
O 55.04 48.88 1.73
O 56.14 49.90 3.53
O 50.86 50.41 3.19
H 50.98 50.73 2.25
H 51.73 50.44 3.41
O 52.99 51.81 4.89
H 53.39 51.48 5.71
H 53.28 51.29 4.14
O 57.48 48.71 4.54
H 57.98 48.78 3.70
H 56.85 49.11 4.17
O 56.89 51.29 5.58
H 56.72 50.75 4.92
H 57.08 52.05 5.05
O 57.38 50.63 0.23
H 57.29 51.09 1.20
H 57.47 49.62 0.60
O 55.64 46.46 5.13
H 55.27 47.29 4.58
H 56.64 46.20 4.93
O 57.46 48.19 0.79
H 56.65 48.66 1.20
H 58.04 48.52 1.45
O 52.29 46.74 4.04
H 53.12 47.17 4.20
H 51.84 46.73 4.89
O 57.57 51.38 2.22
H 56.94 50.91 2.66
H 56.87 52.08 1.89
O 54.10 49.48 6.53
H 54.79 48.95 7.11
H 54.31 49.04 5.61
O 58.86 49.47 2.37
H 59.76 49.52 2.14
H 58.59 50.46 2.08
O 54.39 52.85 2.44
H 54.40 51.93 2.82
H 53.83 53.49 2.82
O 52.51 50.78 0.87
H 53.13 50.50 1.57
H 52.37 51.73 0.76
```

The energy relative to the best compared isomer or geometry (same formula, charge and spin) is 166.35 kcal per mole. For the gap between HOMO and LUMO, the calculation gives 9.0 eV. The net charge is -1. The LUMO energy is 2.52 eV. The calculation puts the molar mass at 464.5 g mol⁻¹.

***

(9)
Computed, not measured: a 15-piece molecular cluster, C6H43NO14 overall in a non-equilibrium geometry, with the ωB97M-V functional and the def2-TZVPD basis.

XYZ file:
```
64
Properties=species:S:1:pos:R:3
C -0.35 0.25 -0.08
N 1.10 0.27 -0.19
C 1.79 0.82 -1.42
C 1.28 0.28 -2.76
C 2.38 -0.51 -3.51
C 0.77 1.51 -3.60
C -0.73 -0.43 1.20
H -0.86 -0.19 -0.99
H -0.66 1.32 -0.29
H 1.31 -0.73 -0.28
H 1.43 1.87 -1.28
H 2.88 0.71 -1.26
H 0.42 -0.32 -2.55
H 3.13 0.20 -3.82
H 2.88 -1.20 -2.79
H 1.92 -1.17 -4.25
H 1.13 2.53 -3.20
H -0.31 1.48 -3.51
H 1.13 1.33 -4.64
H -1.06 -1.58 1.14
H -1.57 -0.07 1.83
H 0.13 -0.27 1.84
H -2.75 2.52 -2.33
H -2.74 1.48 -1.32
O -2.09 1.97 -1.86
H 1.75 1.39 4.15
H 1.00 0.15 3.66
O 0.92 0.92 4.24
H 3.68 -0.96 -1.12
H 4.13 -0.31 0.33
O 3.94 -1.07 -0.21
H -1.99 2.53 2.91
H -2.36 1.25 2.17
O -2.77 1.97 2.65
H -3.31 -3.13 0.01
H -3.38 -1.98 0.98
O -3.70 -2.24 0.11
H 0.86 -2.68 -2.59
H 2.16 -2.95 -1.79
O 1.25 -2.66 -1.68
H 0.89 -3.30 -0.03
H 1.86 -3.90 0.99
O 0.96 -4.02 0.62
H -3.48 2.15 1.07
H -4.56 1.17 0.60
O -3.79 1.67 0.27
H -1.25 -4.83 0.75
H -1.45 -3.74 -0.35
O -1.92 -4.42 0.18
H -3.08 -1.80 -1.83
H -2.55 -0.73 -2.83
O -2.51 -1.68 -2.61
H 0.36 2.50 3.12
H 0.00 2.02 1.77
O -0.27 2.71 2.42
H 2.18 3.10 2.29
H 2.18 2.10 1.18
O 2.62 2.29 2.04
H 2.40 -0.49 1.74
H 1.73 -1.81 1.89
O 1.92 -1.02 2.42
H -0.10 3.97 0.99
H -0.35 3.12 -0.22
O 0.27 3.78 0.10
```

The energy relative to the best compared isomer or geometry (same formula, charge and spin) is 87.05 kcal per mole. For the gap between HOMO and LUMO, the calculation gives 9.5 eV. The net charge is 0. The LUMO energy is -0.08 eV. The calculation puts the molar mass at 353.4 g mol⁻¹.

***

(10)
Computed, not measured: one molecule with the formula C6H4BrClF2S in a non-equilibrium geometry, with the ωB97M-V functional and the def2-TZVPD basis.

XYZ file:
```
15
Properties=species:S:1:pos:R:3
C 2.31 -0.67 -0.39
C 1.74 -1.82 -0.92
C 1.24 0.20 -0.05
C 0.03 -0.16 -0.44
C -1.36 0.78 -0.36
C -1.74 0.80 1.17
F -2.24 -0.42 1.52
F -2.71 1.62 1.66
S 0.06 -1.80 -1.13
Cl -2.57 0.09 -1.41
Br 1.67 1.87 0.69
H 3.28 -0.45 -0.06
H 2.20 -2.77 -1.33
H -1.04 1.83 -0.65
H -0.86 0.92 1.70
```

The energy relative to the best compared isomer or geometry (same formula, charge and spin) is 0.00 kcal per mole. As for the structure (SMILES): FC(F)[C@H](Cl)c1sccc1Br. For the gap between HOMO and LUMO, the calculation gives 10.0 eV. The net charge is 0. The LUMO energy is 0.48 eV. The calculation puts the molar mass at 261.5 g mol⁻¹.

***

What is the net charge in the seventh record?
0

***

The lowest net charge belongs to which entry?
C6H42NO19S

***

Which value of net charge does entry 3 give?
0